# 1
This record from the Open Molecules 2025 dataset describes C42H32F9N5O4PYb as an isolated structure at a distorted geometry. The level of theory is ωB97M-V/def2-TZVPD.

The geometry in XYZ format:
```
94
C42H32F9N5O4PYb, DFT ωB97M-V/def2-TZVPD
Yb 0.7200 -0.2736 0.1254
C 3.7764 1.7710 2.6551
C 2.9569 0.6417 2.1168
N 1.6727 0.6595 1.9793
N 0.9521 1.7520 2.3471
C -0.3361 1.6018 2.0537
O -0.8323 0.5596 1.5212
C -1.1877 2.7851 2.3104
C -2.5693 2.6755 2.1781
C -3.3669 3.7994 2.2826
C -2.7931 5.0381 2.5167
C -1.4215 5.1478 2.6778
C -0.6195 4.0259 2.5843
C 3.5983 -0.5964 1.6800
C 4.9800 -0.7918 1.7259
C 5.4943 -2.0199 1.3562
C 4.6245 -3.0270 0.9699
C 3.2704 -2.7310 0.9011
N 2.7620 -1.5518 1.2230
H 3.1018 2.5603 2.9767
H 4.4349 2.1421 1.8680
H 4.3871 1.4397 3.4931
H -2.9909 1.6984 1.9950
H -4.4404 3.7176 2.1839
H -3.4183 5.9161 2.5799
H -0.9761 6.1118 2.8706
H 0.4487 4.0891 2.7079
H 5.6407 0.0080 2.0206
H 6.5611 -2.1797 1.3642
H 4.9971 -4.0031 0.7093
H 2.5551 -3.4704 0.5654
N -2.1797 1.5733 -1.0298
P -1.7497 -0.0799 -1.1125
C -1.9657 -0.3754 -2.9199
C -1.2040 -1.3714 -3.5213
C -1.3065 -1.6031 -4.8821
C -2.1741 -0.8444 -5.6496
C -2.9399 0.1452 -5.0553
C -2.8383 0.3771 -3.6956
C -3.3014 -0.8712 -0.5753
C -3.3561 -2.2463 -0.7976
C -4.4751 -2.9722 -0.4368
C -5.5551 -2.3331 0.1525
C -5.5074 -0.9674 0.3757
C -4.3856 -0.2343 0.0167
C -1.2649 2.5537 -0.7880
C -1.6656 3.8979 -0.7823
C -0.7137 4.8754 -0.6373
C 0.6115 4.4937 -0.4538
C 0.9126 3.1491 -0.4127
N 0.0098 2.1840 -0.5973
H -3.1421 1.8737 -1.1309
H -0.5314 -1.9606 -2.9131
H -0.7048 -2.3720 -5.3432
H -2.2567 -1.0228 -6.7110
H -3.6204 0.7384 -5.6487
H -3.4444 1.1486 -3.2425
H -2.5041 -2.7437 -1.2393
H -4.4974 -4.0373 -0.6142
H -6.4265 -2.9013 0.4479
H -6.3504 -0.4702 0.8349
H -4.3706 0.8269 0.2254
H -2.7092 4.1378 -0.9149
H -0.9933 5.9176 -0.6759
H 1.3912 5.2289 -0.3638
H 1.9293 2.8113 -0.2514
F 4.6475 2.0618 -2.1534
C 4.5039 0.7400 -2.2431
F 5.2987 0.2004 -1.3188
F 4.9867 0.3707 -3.4362
C 3.0323 0.2802 -2.0364
O 2.5991 0.4994 -0.8054
C 2.0767 1.0089 -3.0287
F 0.8185 0.6084 -2.6931
F 2.2317 0.7493 -4.3246
F 2.1099 2.3300 -2.8908
C 2.9498 -1.2528 -2.3711
F 1.8152 -1.7310 -1.8047
F 3.9568 -1.9477 -1.8473
F 2.8884 -1.5677 -3.6618
O -0.5709 -4.2196 -0.6564
C -0.2910 -3.3796 0.1859
O -0.1013 -2.1320 -0.0740
C -0.1726 -3.7828 1.6373
C -0.1284 -5.1337 1.9635
C -0.1020 -5.5261 3.2886
C -0.1391 -4.5741 4.2940
C -0.1713 -3.2268 3.9699
C -0.1788 -2.8243 2.6455
H -0.1222 -5.8580 1.1612
H -0.0698 -6.5751 3.5393
H -0.1478 -4.8826 5.3304
H -0.2081 -2.4893 4.7567
H -0.2142 -1.7675 2.3776
```

Its LUMO energy (alpha / beta) is -0.49 / -0.49 eV. The total charge is 0. The calculation puts the frontier orbital gap (alpha / beta) at 7.698 / 7.701 eV. As for the spin multiplicity: 2.

Here are the Löwdin charges for atoms 1 to 6, given in e: 1.57 -0.01 -0.26 -0.06 0.07 -0.48

=====

# 2
This record from the Open Molecules 2025 dataset describes one molecule with the formula C4H9N3 at a distorted geometry. The level of theory is ωB97M-V/def2-TZVPD.

The geometry in XYZ format:
```
16
C4H9N3, DFT ωB97M-V/def2-TZVPD
C 1.7768 -0.9373 0.4642
C 0.9378 -0.4217 -0.6694
C -0.5785 1.4875 -0.0791
C -2.4758 -0.5133 0.2523
H 1.2427 -1.6715 1.0809
H 2.6452 -1.4412 0.0655
H 2.1059 -0.1431 1.1558
H 0.6655 -1.2530 -1.3607
H 1.5149 0.3009 -1.2634
H -1.6309 1.6941 -0.0464
H 1.2460 2.0262 0.0153
H -3.3021 -1.2044 0.0351
H -2.6757 0.2849 0.9779
N -0.3535 0.1292 -0.2583
N 0.2781 2.4185 0.0265
N -1.3963 -0.7556 -0.3963
```

For the energy above the lowest of the compared OMol25 structures with the same formula, charge and spin, the calculation gives 48.10 kcal/mol. Its LUMO energy is 1.02 eV. The total charge is 0. The calculation puts the frontier orbital gap at 9.723 eV. Its SMILES is [H]/N=C\N(CC)N=C. As for the spin multiplicity: 1.

Here are the natural (NBO) charges for atoms 1 to 6, given in e: -0.62 -0.23 0.27 -0.15 0.21 0.22

=====

# 3
This record from the Open Molecules 2025 dataset describes C39H55CsNOP3S2 as an isolated structure. The level of theory is ωB97M-V/def2-TZVPD.

The geometry in XYZ format:
```
102
C39H55CsNOP3S2, DFT ωB97M-V/def2-TZVPD
Cs 0.5553 1.2741 -0.5476
C -2.2826 3.1419 2.5653
C -1.5767 2.0567 3.0707
C -0.2839 2.2342 3.5414
C 0.3208 3.4835 3.4753
C -0.3868 4.5673 2.9799
C -1.6942 4.3983 2.5388
H -3.2788 2.9850 2.1698
H -2.0312 1.0757 3.0704
H 0.2684 1.3929 3.9379
H 1.3518 3.6053 3.7840
H 0.0915 5.5368 2.9101
H -2.2399 5.2485 2.1452
C 4.5645 -2.1061 -0.6555
C 3.5110 -3.0222 -0.0301
C 2.8712 -3.9183 -1.0944
P 2.1634 -1.9868 0.7312
C 3.1037 -1.0328 2.0379
C 2.1295 -0.2335 2.9034
C 4.0394 -1.8422 2.9314
C 1.2136 -3.2273 1.6879
C 1.8188 -4.3139 2.3163
C 1.0943 -5.2780 3.0064
C -0.2924 -5.1472 3.0521
C -0.9273 -4.0867 2.4425
C -0.2133 -3.0759 1.7359
N -0.8025 -2.0838 1.0374
C -2.0374 -1.5978 1.3071
C -2.6598 -1.5673 2.5820
C -3.8657 -0.9206 2.7812
C -4.5030 -0.2542 1.7389
C -3.9258 -0.2884 0.4716
C -2.7410 -0.9707 0.2289
P -1.8914 -1.1183 -1.3752
C -2.9200 -0.0526 -2.5301
C -4.3077 -0.5389 -2.9527
C -2.0792 0.2317 -3.7791
C -2.2961 -2.8621 -1.9466
C -1.0729 -3.7733 -1.8056
C -3.5187 -3.4940 -1.2870
H 5.3042 -2.6970 -1.2048
H 5.0951 -1.5173 0.0945
H 4.1066 -1.4040 -1.3574
H 4.0065 -3.6620 0.7061
H 2.3799 -3.3059 -1.8549
H 2.1202 -4.5800 -0.6582
H 3.6301 -4.5318 -1.5913
H 3.6878 -0.3091 1.4595
H 1.4126 -0.8911 3.4075
H 1.5642 0.5200 2.3530
H 2.6924 0.3057 3.6733
H 3.4664 -2.5161 3.5735
H 4.6185 -1.1736 3.5769
H 4.7477 -2.4418 2.3547
H 2.8959 -4.4185 2.2593
H 1.5955 -6.1129 3.4815
H -0.8949 -5.8916 3.5637
H -2.0090 -4.0336 2.4707
H -2.1547 -2.0248 3.4244
H -4.2940 -0.9089 3.7786
H -5.4317 0.2800 1.9022
H -4.4215 0.2345 -0.3366
H -3.0018 0.8786 -1.9601
H -4.2352 -1.4640 -3.5323
H -4.7974 0.2030 -3.5943
H -4.9607 -0.7348 -2.1020
H -1.8678 -0.6941 -4.3276
H -1.1090 0.6912 -3.5624
H -2.6245 0.8881 -4.4665
H -2.4912 -2.7368 -3.0188
H -0.8446 -3.9537 -0.7544
H -0.1923 -3.3106 -2.2555
H -1.2545 -4.7367 -2.2956
H -3.3368 -3.6237 -0.2173
H -3.7277 -4.4804 -1.7168
H -4.4085 -2.8729 -1.3933
S 1.7318 3.2128 -3.1134
C 3.4027 2.8842 -2.6210
C 4.2863 2.5665 -3.6745
C 5.6339 2.3019 -3.4881
C 6.1549 2.3455 -2.2008
C 5.3132 2.6554 -1.1453
C 3.9363 2.9351 -1.2991
S 3.0712 3.3494 0.1851
H 3.8645 2.5319 -4.6711
H 6.2636 2.0613 -4.3392
H 7.2045 2.1395 -2.0140
H 5.7072 2.6923 -0.1369
C -1.8330 3.9019 -3.1546
P -1.8776 3.9657 -1.3506
C -0.5523 5.0694 -0.8455
C -3.4356 4.8310 -0.9768
O -1.8190 2.6209 -0.7250
H -1.9893 4.8860 -3.6008
H -2.6199 3.2231 -3.4894
H -0.8552 3.5188 -3.4579
H -0.7220 6.0454 -1.3111
H 0.4163 4.6694 -1.1758
H -0.5560 5.1764 0.2373
H -3.4639 5.8089 -1.4617
H -3.5213 4.9637 0.1016
H -4.2760 4.2312 -1.3279
```

For the energy above the lowest of the compared OMol25 structures with the same formula, charge and spin, the calculation gives 9.61 kcal/mol. Its LUMO energy is 3.50 eV. The total charge is -2. The calculation puts the frontier orbital gap at 4.041 eV. As for the spin multiplicity: 1.

Here are the Löwdin charges for atoms 1 to 6, given in e: 0.65 -0.09 -0.06 -0.09 -0.08 -0.10

=====

no.,E (Ha)
1,-4593.5711
2,-322.0137
3,-3489.8079